No. 1
{
  "formula": "C21H59BrINO19P2SSi2",
  "method": "ωB97M-V/def2-TZVPD",
  "symbols": ["O", "N", "O", "C", "Si", "C", "C", "O", "I", "O", "Si", "S", "Br", "C", "O", "C", "C", "C", "C", "C", "C", "P", "P", "O", "O", "O", "H", "H", "H", "H", "H", "H", "H", "H", "H", "H", "H", "H", "H", "H", "H", "C", "O", "H", "H", "H", "H", "C", "O", "H", "H", "H", "H", "C", "O", "H", "H", "H", "H", "C", "O", "H", "H", "H", "H", "C", "O", "H", "H", "H", "H", "C", "O", "H", "H", "H", "H", "C", "O", "H", "H", "H", "H", "C", "O", "H", "H", "H", "H", "C", "O", "H", "H", "H", "H", "C", "O", "H", "H", "H", "H", "C", "O", "H", "H", "H", "H"],
  "xyz": [[1.3247, -2.2403, 5.0369], [1.0426, -1.9829, 3.9388], [1.0075, -3.1166, 3.1320], [1.0175, -2.7479, 1.7481], [0.7778, -0.9125, 1.3670], [-0.9314, -0.4047, 2.0020], [-0.8867, 0.4471, 3.2330], [-0.1548, 1.3555, 3.4390], [-2.3891, -0.0451, 4.7337], [1.9196, 0.1164, 1.9583], [3.5502, 0.0420, 1.9210], [4.2445, -0.3231, -0.0522], [4.3978, -1.5044, 3.2803], [4.1069, 1.7092, 2.5507], [3.8418, 2.6132, 1.4873], [3.2299, 3.7992, 1.8146], [1.9587, 3.7837, 2.3765], [1.3406, 4.9870, 2.6850], [1.9821, 6.1908, 2.4240], [3.2436, 6.1961, 1.8377], [3.8696, 4.9922, 1.5325], [0.5522, -0.8419, -0.8553], [0.8235, 1.2043, -1.4691], [1.8653, 1.3563, -2.5016], [1.0607, 2.0536, -0.1452], [-0.6059, 1.6479, -2.0501], [0.1649, -3.2506, 1.2815], [1.9136, -3.1346, 1.2599], [-1.4998, -1.3144, 2.1828], [-1.4555, 0.1646, 1.2310], [5.4854, 0.1342, 0.1295], [3.5059, 1.9133, 3.4407], [5.1578, 1.7087, 2.8499], [1.4806, 2.8335, 2.5804], [0.3558, 4.9625, 3.1316], [1.4866, 7.1136, 2.6870], [3.7184, 7.1457, 1.6382], [4.8480, 4.9796, 1.0738], [1.5973, -1.5558, -1.4476], [0.8038, 2.9801, -0.2618], [-0.4753, 2.3785, -2.6744], [-1.8093, 5.4361, 0.1258], [-0.6365, 6.2243, -0.0724], [-2.6348, 5.9304, -0.3778], [-1.6921, 4.4376, -0.2954], [-2.0463, 5.3482, 1.1901], [0.0840, 5.7731, 0.3776], [-2.5612, -4.2591, -0.9035], [-1.8217, -4.1904, 0.3227], [-3.1016, -3.3234, -1.0254], [-1.8840, -4.3983, -1.7456], [-3.2812, -5.0809, -0.8752], [-1.3481, -5.0227, 0.4129], [1.0726, -5.1161, -3.5236], [0.3543, -4.4825, -2.4595], [0.7127, -6.1375, -3.6111], [0.8960, -4.5700, -4.4480], [2.1503, -5.1334, -3.3359], [0.6547, -3.5701, -2.4338], [-2.9195, -1.2378, -3.2228], [-2.4753, -0.1002, -3.9498], [-3.7048, -1.7284, -3.7909], [-2.0948, -1.9412, -3.0758], [-3.3233, -0.9300, -2.2516], [-1.7763, 0.2947, -3.4207], [-6.1110, -2.5729, -5.0522], [-5.7399, -3.7122, -4.2816], [-5.2071, -2.1864, -5.5155], [-6.8226, -2.8403, -5.8375], [-6.5439, -1.7979, -4.4144], [-6.5320, -4.0626, -3.8666], [-4.0525, -4.2051, 2.7570], [-3.4723, -3.9498, 4.0318], [-5.0895, -4.4897, 2.9187], [-4.0192, -3.3120, 2.1275], [-3.5306, -5.0168, 2.2479], [-2.5567, -3.6955, 3.8887], [1.1332, -4.3995, -7.9423], [1.6887, -4.3043, -6.6325], [0.0941, -4.6968, -7.8296], [1.1719, -3.4389, -8.4622], [1.6535, -5.1500, -8.5419], [2.6097, -4.0445, -6.7262], [1.6466, -1.3089, -5.1195], [1.0401, -0.9442, -3.8827], [1.2382, -2.2698, -5.4164], [1.4378, -0.5716, -5.8987], [2.7297, -1.4088, -4.9941], [1.4183, -0.0954, -3.6041], [2.9722, 9.2571, 4.3394], [3.3707, 9.3319, 2.9747], [3.6813, 8.6070, 4.8452], [2.9924, 10.2406, 4.8154], [1.9705, 8.8316, 4.4434], [2.7506, 9.9051, 2.5160], [1.6259, -4.0015, 8.5060], [2.2510, -4.3849, 7.2895], [1.9773, -4.6811, 9.2787], [1.8922, -2.9793, 8.7900], [0.5369, -4.0783, 8.4400], [1.9424, -3.7875, 6.6023], [-3.8853, 2.4168, -1.8072], [-3.5688, 2.8733, -0.4952], [-4.7113, 3.0244, -2.1670], [-3.0386, 2.5361, -2.4891], [-4.1932, 1.3686, -1.8051], [-2.8416, 2.3370, -0.1682]],
  "forces_ev_per_angstrom": [[-0.214, -0.047, 0.298], [0.141, -0.011, -0.331], [0.305, -0.016, 0.168], [-0.375, 0.109, -0.381], [-0.143, 0.320, 0.232], [0.249, -0.014, 0.065], [0.072, 0.323, 0.265], [-0.248, -0.130, -0.106], [0.074, -0.109, -0.097], [0.164, -0.895, -0.264], [0.636, 0.658, 0.140], [-0.489, -0.210, -0.371], [-0.214, -0.018, 0.034], [-0.109, -0.560, 0.096], [0.330, 0.272, -0.137], [-0.225, -0.113, 0.150], [0.092, -0.016, 0.039], [0.040, -0.188, -0.059], [-0.052, -0.034, -0.012], [-0.275, -0.095, 0.086], [0.039, 0.279, -0.080], [-1.249, -0.519, 0.179], [1.366, -0.353, -0.406], [-0.107, 0.123, -0.064], [-0.581, -0.082, -0.110], [-0.261, 0.184, 0.378], [-0.035, 0.006, -0.097], [0.193, -0.048, 0.233], [-0.148, -0.005, -0.074], [-0.046, 0.065, -0.006], [0.121, 0.063, 0.271], [-0.022, 0.172, 0.045], [0.083, 0.211, -0.079], [-0.053, 0.035, -0.013], [-0.056, 0.097, 0.061], [0.071, 0.137, -0.075], [0.114, -0.020, 0.001], [0.060, -0.061, -0.003], [0.427, 0.416, 0.057], [0.159, 0.112, 0.241], [-0.090, -0.066, -0.130], [0.338, 0.126, 0.128], [-0.131, -0.147, -0.065], [0.000, -0.006, -0.038], [-0.100, -0.035, -0.048], [-0.093, -0.041, -0.023], [0.156, 0.184, 0.126], [0.125, -0.142, 0.043], [-0.006, 0.101, -0.018], [0.022, 0.035, 0.095], [-0.052, 0.032, -0.055], [-0.053, 0.044, -0.007], [0.043, 0.002, -0.041], [-0.106, 0.434, 0.035], [0.257, -0.230, 0.125], [-0.056, 0.009, 0.000], [0.028, -0.244, -0.158], [-0.015, -0.061, 0.086], [-0.132, 0.156, -0.030], [0.222, 0.164, -0.005], [-0.167, -0.012, 0.015], [-0.014, 0.013, -0.023], [-0.089, -0.070, 0.088], [-0.028, -0.183, 0.056], [0.143, 0.043, -0.099], [-0.082, -0.181, 0.170], [0.067, 0.073, -0.069], [0.013, 0.005, -0.012], [0.001, 0.065, -0.025], [0.001, 0.082, -0.093], [0.002, -0.026, 0.018], [0.163, 0.060, 0.140], [-0.096, -0.024, -0.035], [-0.008, 0.015, 0.058], [-0.057, -0.052, -0.087], [-0.075, 0.003, -0.100], [0.022, 0.006, 0.060], [0.098, 0.034, 0.074], [0.024, -0.049, -0.261], [-0.013, -0.004, 0.012], [-0.045, -0.005, -0.013], [-0.038, -0.019, -0.016], [0.019, -0.010, 0.070], [-0.065, 0.064, 0.303], [0.016, -0.091, -0.168], [-0.023, -0.004, -0.054], [0.015, -0.017, -0.027], [0.017, -0.002, -0.119], [0.131, 0.026, -0.049], [-0.003, 0.050, -0.119], [-0.069, -0.009, 0.065], [0.009, -0.017, 0.000], [0.011, -0.015, 0.038], [0.008, -0.017, 0.041], [0.029, 0.019, -0.043], [0.020, 0.019, -0.141], [-0.047, 0.040, 0.093], [0.005, -0.010, 0.011], [-0.007, -0.007, 0.044], [-0.005, -0.007, 0.045], [0.036, -0.038, -0.093], [0.066, 0.020, 0.065], [-0.054, -0.093, -0.070], [-0.025, 0.016, 0.013], [-0.101, -0.034, -0.010], [0.007, 0.007, -0.060], [0.001, -0.022, 0.013]],
  "lumo_energy_ev": -0.333,
  "mol_weight_g_mol": 986.7,
  "homo_lumo_gap_ev": 8.76,
  "multiplicity": 1
}

No. 2
{
  "formula": "C24H25BN11O8S2Sn",
  "method": "ωB97M-V/def2-TZVPD",
  "symbols": ["Sn", "C", "C", "N", "N", "C", "B", "N", "C", "C", "C", "N", "N", "C", "C", "C", "N", "N", "C", "C", "C", "N", "H", "H", "H", "H", "H", "H", "H", "H", "H", "H", "H", "H", "O", "C", "O", "C", "O", "C", "C", "O", "O", "H", "H", "H", "H", "H", "O", "S", "O", "N", "C", "O", "C", "C", "C", "C", "C", "C", "H", "H", "H", "H", "N", "C", "N", "S", "H", "H", "H", "H"],
  "xyz": [[-0.5246, -0.2619, -1.0739], [1.5383, 2.8655, 1.4425], [0.5209, 2.3502, 0.6413], [0.9251, 1.2260, 0.0604], [2.1956, 0.9948, 0.4530], [2.5764, 1.9671, 1.3007], [2.9129, -0.2238, -0.1628], [2.2250, -1.4979, 0.3808], [2.7048, -2.4186, 1.2365], [1.7535, -3.4061, 1.3958], [0.6878, -2.9980, 0.5938], [0.9800, -1.8457, -0.0022], [2.7309, -0.1246, -1.7004], [3.6824, 0.1179, -2.6188], [3.0854, 0.1765, -3.8623], [1.7292, -0.0376, -3.6066], [1.5309, -0.2192, -2.3062], [4.4195, -0.3200, 0.0881], [5.3692, 0.5696, 0.4868], [6.5907, -0.0435, 0.4064], [6.2985, -1.3354, -0.0792], [5.0025, -1.4912, -0.2769], [1.5293, 3.7622, 2.0375], [-0.4669, 2.7390, 0.4408], [3.5420, 1.9666, 1.7736], [3.6853, -2.3342, 1.6682], [1.8259, -4.2941, 2.0005], [-0.2491, -3.4960, 0.3923], [4.7185, 0.2415, -2.3481], [3.5570, 0.3611, -4.8124], [0.9019, -0.0580, -4.2983], [5.1392, 1.5811, 0.7731], [7.5518, 0.3707, 0.6646], [6.9783, -2.1460, -0.2983], [-0.6364, -1.9625, -5.1674], [-1.0996, -1.5938, -3.9710], [-0.6506, -2.0083, -2.9250], [-2.2146, -0.5914, -4.0994], [-2.6131, -0.2228, -2.8193], [-3.1216, 1.0989, -2.6967], [-1.9559, 2.1637, -2.7040], [-2.2876, 3.3082, -2.9788], [-0.8011, 1.6582, -2.4435], [0.0929, -2.5869, -5.0540], [-1.8416, 0.2537, -4.6883], [-3.0456, -1.0466, -4.6478], [-3.8285, 1.3792, -3.4774], [-3.5581, 1.1658, -1.7093], [-1.7086, -0.9839, 3.9844], [-1.1154, 0.1738, 3.3484], [0.2185, 0.5073, 3.7522], [-1.2470, 0.0534, 1.7200], [-2.1079, 0.9481, 1.2372], [-2.4025, 1.0697, 0.0224], [-2.6906, 1.8564, 2.2692], [-3.5617, 2.9108, 2.0711], [-3.9829, 3.6271, 3.1850], [-3.5237, 3.2994, 4.4596], [-2.6241, 2.2561, 4.6497], [-2.2295, 1.5467, 3.5350], [-3.8890, 3.1671, 1.0705], [-4.6701, 4.4548, 3.0658], [-3.8610, 3.8706, 5.3155], [-2.2330, 2.0152, 5.6313], [-4.6746, -3.4316, 1.1583], [-3.4712, -2.9973, 0.7455], [-2.4968, -2.9394, 1.6523], [-3.2259, -2.6312, -0.8889], [-4.8408, -3.6654, 2.1216], [-5.3788, -3.6265, 0.4734], [-2.6996, -2.7943, 2.6339], [-1.6707, -2.4397, 1.3783]],
  "forces_ev_per_angstrom": [[0.574, 1.214, -0.243], [0.008, -0.050, -0.063], [0.137, 0.109, -0.075], [-0.491, -0.002, -0.256], [0.137, 0.125, 0.229], [-0.136, 0.078, 0.036], [0.153, -0.133, -0.080], [0.128, -0.117, 0.137], [-0.188, -0.081, -0.021], [-0.032, 0.063, 0.014], [0.030, -0.042, -0.074], [-0.399, 0.175, -0.284], [-0.071, -0.086, -0.078], [-0.049, 0.023, -0.173], [-0.096, 0.018, 0.024], [0.092, 0.012, 0.044], [-0.506, 0.040, 0.006], [-0.039, 0.088, 0.220], [-0.108, 0.077, -0.033], [0.119, -0.136, -0.046], [-0.071, 0.143, -0.005], [0.096, -0.004, 0.027], [-0.037, -0.057, -0.001], [0.105, -0.017, -0.019], [-0.086, -0.057, -0.020], [0.024, 0.054, -0.089], [-0.011, 0.052, -0.029], [0.044, 0.056, -0.035], [-0.074, -0.092, 0.083], [-0.008, -0.015, 0.057], [0.082, 0.118, 0.053], [-0.013, -0.086, -0.059], [-0.075, 0.001, -0.037], [-0.065, 0.041, 0.024], [-0.242, 0.004, 0.062], [-0.011, -0.151, -0.192], [0.120, 0.163, -0.285], [0.003, 0.149, 0.017], [-0.277, -0.148, 0.269], [0.906, 0.909, -0.027], [-1.609, -0.853, -0.363], [0.857, -0.425, 0.320], [0.742, -0.308, 0.634], [0.093, -0.114, 0.142], [0.026, 0.042, 0.003], [0.057, -0.074, -0.114], [-0.055, -0.262, -0.054], [-0.352, -0.106, -0.112], [0.016, 0.038, -0.260], [-0.218, -0.497, 0.345], [0.063, 0.184, -0.149], [-0.396, 0.122, -0.146], [-0.008, -0.236, 0.211], [0.878, -0.372, 0.302], [-0.078, 0.067, 0.073], [-0.078, 0.058, -0.068], [0.023, -0.003, 0.076], [0.013, 0.000, -0.056], [0.147, -0.112, 0.126], [0.100, 0.064, -0.332], [-0.023, -0.036, 0.045], [0.013, -0.014, -0.013], [0.007, 0.004, -0.038], [-0.078, 0.010, -0.045], [0.098, 0.067, 0.329], [-0.412, -0.282, -0.930], [0.250, 0.313, 0.690], [0.357, 0.133, 0.459], [-0.035, -0.090, -0.009], [-0.056, 0.109, -0.054], [-0.112, -0.091, -0.001], [0.097, 0.227, -0.090]],
  "lumo_energy_ev": [0.296, -2.394],
  "mol_weight_g_mol": 789.2,
  "homo_lumo_gap_ev": [8.30, 6.08],
  "multiplicity": 2
}